Entry 1:
C13H25F6N5O7S2 as an isolated structure at a distorted geometry, computed with ωB97M-V with the def2-TZVPD basis set.

Structure (XYZ):
```
58
Properties=species:S:1:pos:R:3:mulliken_charge:R:1
C -1.5115 -2.9593 -4.9212 -0.662
O -1.1216 -1.6655 -5.3314 -0.461
C -0.3994 -0.9604 -4.3438 -0.078
C -1.3624 -0.0625 -3.5659 -1.005
C -0.7443 1.1337 -2.8558 -0.604
N -0.0672 0.8874 -1.5350 0.779
C 1.1952 0.1100 -1.6476 -1.083
O 1.9345 0.5511 -2.7643 -0.329
N 2.6907 -0.5434 -3.2999 0.204
O 3.2703 -0.2021 -4.2289 -0.287
C -1.0064 0.1272 -0.6232 -0.823
C -0.5003 0.0229 0.7822 -0.548
N -0.4751 1.3689 1.3549 -0.491
C 0.5584 2.1069 0.6116 -1.150
C 0.1526 2.2514 -0.8469 0.298
C 1.1155 3.1610 -1.6418 -1.045
C 2.4701 3.4556 -1.0077 -0.252
N 3.2585 4.2266 -1.9727 -0.663
H -0.6471 -3.6199 -4.8187 0.286
H -2.1759 -3.3740 -5.6723 0.289
H -2.0569 -2.9364 -3.9729 0.286
H 0.0478 -1.7041 -3.6748 0.331
H 0.3744 -0.3723 -4.8337 0.122
H -2.0149 0.3659 -4.3283 0.446
H -2.0046 -0.6622 -2.9262 0.276
H -0.0572 1.6184 -3.5407 0.308
H -1.5335 1.8548 -2.6563 0.517
H 0.9332 -0.9389 -1.7830 0.598
H 1.7826 0.1935 -0.7418 0.641
H -1.9397 0.6871 -0.6249 0.373
H -1.2136 -0.8614 -1.0235 0.443
H -1.1889 -0.5905 1.3632 0.173
H 0.4866 -0.4460 0.8704 0.536
H -0.1167 1.2537 2.3020 0.379
H 1.5218 1.6033 0.7398 0.440
H 0.6144 3.1075 1.0338 0.384
H -0.8219 2.7324 -0.8275 0.678
H 1.3199 2.7938 -2.6425 0.208
H 0.6122 4.1189 -1.7740 0.401
H 2.3868 4.0612 -0.1102 0.408
H 2.9753 2.5086 -0.7825 0.230
H 3.4160 3.6954 -2.8186 0.228
H 4.1455 4.4758 -1.5585 0.241
C -1.5495 -2.4619 7.9935 0.670
F -2.1709 -1.9643 9.0591 -0.215
F -0.2565 -2.6045 8.2855 -0.233
F -2.0540 -3.6679 7.7336 -0.233
S -1.7879 -1.3203 6.5700 1.054
O -1.1629 -0.0912 6.9601 -0.643
O -3.2007 -1.2943 6.3356 -0.636
N -0.9563 -2.1769 5.5127 -0.342
S -0.8189 -1.6532 4.0469 0.934
O 0.0092 -0.4816 3.8637 -0.674
O -2.0078 -1.6899 3.2336 -0.697
C 0.2133 -3.0339 3.4023 0.692
F -0.4166 -4.1998 3.4872 -0.237
F 1.3686 -3.1315 4.0526 -0.241
F 0.4879 -2.8029 2.1025 -0.222
```

As for the HOMO-LUMO gap: 7.03 eV. As for the LUMO energy: -1.7 eV. The HOMO energy comes out at -8.75 eV.



Entry 2:
One molecule with the formula C4H6, computed with ωB97M-V with the def2-TZVPD basis set.

Structure (XYZ):
```
10
Properties=species:S:1:pos:R:3:mulliken_charge:R:1
C 0.9425 1.1156 -1.4658 -1.233
C 0.1867 0.3967 -0.4482 0.361
C -0.3180 -0.2776 0.4098 0.421
C -1.0229 -1.0532 1.4252 -1.233
H 0.4312 1.1226 -2.4296 0.292
H 1.9000 0.6125 -1.5997 0.263
H 1.1373 2.1499 -1.1709 0.290
H -0.5344 -0.9926 2.4020 0.289
H -1.0874 -2.1123 1.1564 0.285
H -2.0413 -0.6700 1.5249 0.265
```

As for the HOMO-LUMO gap: 10.46 eV. The structure (SMILES) is CC#CC. As for the LUMO energy: 1.1 eV. The HOMO energy comes out at -9.38 eV.



Entry 3:
A 4-piece molecular cluster, CH10O3S overall at a distorted geometry, computed with ωB97M-V with the def2-TZVPD basis set.

Structure (XYZ):
```
15
Properties=species:S:1:pos:R:3:mulliken_charge:R:1
C 1.6648 -0.8944 -2.2592 -0.747
S 0.4146 -0.6298 -0.9250 -0.143
H 1.8800 0.1026 -2.6514 0.262
H 1.2547 -1.5460 -3.0090 0.295
H 2.5455 -1.3037 -1.7608 0.260
H -0.3663 -0.0081 -1.8182 0.076
O -1.7030 2.7585 -1.4730 -0.624
H -1.7504 3.3498 -0.7157 0.321
H -1.0199 2.1343 -1.1989 0.300
O -0.5455 1.5971 1.9239 -0.615
H 0.4093 1.5295 2.0768 0.320
H -0.9143 1.0840 2.6494 0.299
O -0.0215 -2.4282 3.1255 -0.627
H -0.7349 -2.0168 2.6335 0.307
H -0.0510 -3.3450 2.8306 0.317
```

As for the HOMO-LUMO gap: 9.76 eV. The structure (SMILES) is CS.O.O.O. As for the LUMO energy: 0.5 eV. The HOMO energy comes out at -9.24 eV.



Entry 4:
A 2-piece molecular cluster, C4H3NO overall at a distorted geometry, computed with ωB97M-V with the def2-TZVPD basis set.

Structure (XYZ):
```
9
Properties=species:S:1:pos:R:3:mulliken_charge:R:1
O 1.5950 0.7251 0.0970 -0.533
C 0.6553 1.3013 -0.4165 -0.193
C -0.5579 0.6325 -0.8307 -0.331
C -1.5687 0.0789 -1.1861 0.334
C -0.1001 -2.2517 2.0755 -0.251
N 0.5999 -1.5554 1.4436 -0.040
H 1.1393 -0.8899 0.9020 0.347
H 0.6954 2.3877 -0.5916 0.296
H -2.4582 -0.4286 -1.4932 0.370
```

As for the HOMO-LUMO gap: 10.33 eV. As for the LUMO energy: -0.8 eV. The HOMO energy comes out at -11.10 eV.



Entry 5:
One molecule with the formula C12H14 at a distorted geometry, computed with ωB97M-V with the def2-TZVPD basis set.

Structure (XYZ):
```
26
Properties=species:S:1:pos:R:3:mulliken_charge:R:1
C 3.2320 -1.1349 -1.0086 -0.194
C 2.1830 -0.9345 -0.4261 -2.005
C -1.4381 -1.6040 -0.0684 0.469
C -2.6918 -2.1113 -0.2196 -0.655
C 0.0110 -1.9408 0.4831 -0.659
C 1.1540 0.2249 1.5511 -0.927
C -0.0140 1.0740 1.1804 -0.877
C -1.2773 -0.1712 -0.7156 -0.700
C 1.0012 -0.6648 0.2837 1.850
C 0.0404 0.4418 -0.1807 1.215
C -2.4454 0.6966 -0.2813 -1.310
C 0.5563 1.4169 -1.2802 -1.769
H 3.9867 -1.5141 -1.5424 0.642
H 0.6367 -2.8015 -0.0076 0.325
H -0.1989 -2.2301 1.6132 0.253
H 2.0356 0.8007 1.6121 0.397
H 1.0831 -0.3465 2.5795 0.268
H -0.9625 1.0835 1.7308 0.241
H 0.2738 2.1613 1.1348 0.308
H -1.1355 -0.3377 -1.6978 0.666
H -2.4445 1.7778 -0.6354 0.267
H -2.3728 0.7933 0.8207 0.415
H -3.4266 0.3191 -0.4084 0.493
H -0.1708 2.1508 -1.5655 0.354
H 1.0190 0.9721 -2.1841 0.391
H 1.3654 1.8787 -0.7675 0.542
```

As for the HOMO-LUMO gap: 9.16 eV. As for the LUMO energy: -0.3 eV. The HOMO energy comes out at -9.47 eV.



Entry 6:
ClCr as an isolated structure at a distorted geometry, computed with ωB97M-V with the def2-TZVPD basis set.

Structure (XYZ):
```
2
Properties=species:S:1:pos:R:3:mulliken_charge:R:1
Cr -1.3105 0.1138 0.2883 0.631
Cl 1.3105 -0.1138 -0.2883 -0.631
```

As for the HOMO-LUMO gap (alpha / beta): 7.14 / 7.74 eV. The spin multiplicity is 6. As for the LUMO energy (alpha / beta): -1.7 / -1.4 eV. The HOMO energy (alpha / beta) comes out at -8.84 / -9.17 eV.



Entry 7:
C15H21FMoN10PS as an isolated structure, computed with ωB97M-V with the def2-TZVPD basis set.

Structure (XYZ):
```
50
Properties=species:S:1:pos:R:3:mulliken_charge:R:1
Mo -0.4943 -1.1161 -0.2465 0.603
C 0.9787 4.0764 1.2127 -0.772
N 0.1507 2.9684 0.6949 0.149
C -1.1373 3.1001 0.2398 -0.755
C -1.5567 1.8590 -0.1100 -0.528
N -0.5223 0.9678 0.1143 0.817
C 0.4980 1.6792 0.6188 -0.024
P 2.1239 0.9935 1.1066 -0.271
C 1.4617 -0.4506 2.0239 0.031
N 0.5183 -1.2872 1.5599 0.347
C 0.3793 -2.3096 2.4853 -0.678
C 1.2499 -2.0744 3.4984 -0.421
N 1.9169 -0.9126 3.1919 0.144
C 2.9515 -0.2914 4.0423 -0.772
C 2.3954 0.1007 -0.4536 0.049
N 1.4780 -0.6527 -1.0647 0.382
C 2.0810 -1.2019 -2.1722 -0.725
C 3.3646 -0.7518 -2.2276 -0.402
N 3.5496 0.0592 -1.1408 0.156
C 4.8126 0.7402 -0.8055 -0.759
H 0.3938 4.9885 1.1518 0.331
H 1.8740 4.1850 0.6061 0.339
H 1.2408 3.8882 2.2506 0.343
H -1.6467 4.0493 0.2297 0.458
H -2.5345 1.5559 -0.4408 0.492
H -0.3061 -3.1307 2.3580 0.533
H 1.4512 -2.6319 4.3979 0.474
H 2.9307 -0.7828 5.0097 0.332
H 2.7348 0.7649 4.1741 0.356
H 3.9317 -0.4273 3.5918 0.326
H 1.5690 -1.8725 -2.8387 0.483
H 4.1502 -0.9494 -2.9375 0.458
H 5.5308 0.5191 -1.5883 0.324
H 5.1977 0.3715 0.1420 0.329
H 4.6560 1.8150 -0.7612 0.338
C -4.9387 -0.8142 -3.6024 -1.270
C -4.7380 -1.1072 -2.1642 0.887
N -5.6486 -1.4371 -1.3083 -0.614
N -4.9878 -1.6235 -0.1262 0.228
C -3.6890 -1.4237 -0.2137 0.554
S -2.4832 -1.5914 1.0136 -0.251
N -3.5042 -1.0766 -1.5113 0.430
N -2.2410 -0.7830 -2.0471 -0.805
H -5.9972 -0.9245 -3.8259 0.358
H -4.3782 -1.5124 -4.2267 0.352
H -4.6369 0.2053 -3.8499 0.359
H -5.5143 -1.9046 0.6931 0.201
H -2.0251 -1.4928 -2.7512 0.387
H -2.2938 0.1203 -2.5203 0.341
F -0.2969 -2.4735 -1.4730 -0.643
```

As for the HOMO-LUMO gap (alpha / beta): 7.04 / 7.26 eV. The charge is +3. The spin multiplicity is 3. As for the LUMO energy (alpha / beta): -11.0 / -10.7 eV. The HOMO energy (alpha / beta) comes out at -18.00 / -17.99 eV.



Entry 8:
C10H21N3PRu as an isolated structure at a distorted geometry, computed with ωB97M-V with the def2-TZVPD basis set.

Structure (XYZ):
```
36
Properties=species:S:1:pos:R:3:mulliken_charge:R:1
C -0.7284 0.3816 -1.3307 0.019
C -1.4044 1.6311 -1.7196 -0.852
C -0.4443 2.6632 -1.9061 -0.372
C 0.8322 2.1450 -1.5116 -0.715
C 0.7099 0.7312 -1.1774 -0.166
Ru 0.0118 -0.6498 0.5694 -0.582
P 0.1148 -2.7661 -0.0105 -0.309
H -1.1016 -0.6309 -1.5376 0.330
H -2.4850 1.7048 -1.8092 0.385
H -0.6304 3.6825 -2.2943 0.384
H 1.5372 -0.0212 -1.1501 0.460
H 1.7562 2.6958 -1.4508 0.424
H 1.2903 -3.1652 -0.7060 0.065
H -0.8877 -3.4550 -0.7578 0.045
H 0.2038 -3.5839 1.1514 0.058
C 2.5891 1.5374 3.8518 -1.237
N 1.4978 0.6380 4.2133 0.353
C 1.3219 0.3686 5.6262 -1.008
C 0.6658 0.1736 3.2618 0.502
N 0.7706 0.5685 1.9957 -0.194
N -0.3170 -0.7215 3.5188 0.238
C -0.3008 -1.7303 4.5591 -1.168
C -1.4074 -0.8040 2.5473 -1.355
H 3.2482 1.6155 4.7206 0.350
H 2.2390 2.5502 3.5957 0.323
H 3.1656 1.1298 3.0127 0.407
H 0.2891 0.5290 5.9538 0.337
H 1.6400 -0.6500 5.8776 0.279
H 1.9677 1.0583 6.1724 0.371
H 1.4662 1.2702 1.7652 0.065
H -0.7389 -1.3590 5.4916 0.312
H -0.9027 -2.5777 4.2214 0.348
H 0.7121 -2.1059 4.7467 0.406
H -1.2218 -0.0837 1.7157 0.845
H -1.5926 -1.8324 2.2282 0.272
H -2.3405 -0.4094 2.9745 0.380
```

As for the HOMO-LUMO gap (alpha / beta): 3.07 / 6.11 eV. The spin multiplicity is 6. As for the LUMO energy (alpha / beta): 0.5 / -0.9 eV. The HOMO energy (alpha / beta) comes out at -2.62 / -6.97 eV.



Per-record E, eV: -73638.925 -4243.600 -18176.582 -7730.354 -12663.137 -40942.321 -55470.931 -27042.264